The molecule C4H4N2, computed with ωB97M-V/def2-TZVPD.

Output
Relative energy (zero: lowest compared OMol25 entry of this formula, charge and spin) = 87.24 kcal per mole
Max |F| = 1.04 eV/A
HOMO level = -7.3 eV

CARTESIAN COORDINATES (ANGSTROEM)
N  0.9867  -0.4644  0.7221
C  -0.0931  -0.3514  -0.3075
C  -1.1189  0.5409  0.0102
C  -1.9906  1.2988  0.3759
C  0.3762  -0.7121  -1.5763
N  0.8302  -1.0535  -2.5977
H  1.7863  0.1819  0.6248
H  0.6072  -0.3232  1.6631
H  1.3182  -1.4194  0.6358
H  -2.7617  1.9729  0.6647

A structure of composition C4H4N2, computed with ωB97M-V/def2-TZVPD.

Output
Relative energy (zero: lowest compared OMol25 entry of this formula, charge and spin) = 133.40 kcal per mole
Max |F| = 6.08 eV/A
HOMO level = -9.8 eV

CARTESIAN COORDINATES (ANGSTROEM)
C  0.6169  0.4859  -0.5069
C  -0.1284  -0.3861  -0.1030
C  -1.7661  -1.5856  1.7123
C  1.7190  1.2430  -1.0099
N  -1.9057  -2.1043  2.7631
N  -1.8158  -1.0460  0.5464
H  2.4688  1.1105  -0.1906
H  2.0270  0.6772  -1.9838
H  1.4513  2.2824  -1.3722
H  -2.6671  -0.6770  0.1444

A structure of composition C4H4N2, computed with ωB97M-V/def2-TZVPD.

Output
Relative energy (zero: lowest compared OMol25 entry of this formula, charge and spin) = 162.81 kcal per mole
Max |F| = 3.90 eV/A
HOMO level = -9.7 eV

CARTESIAN COORDINATES (ANGSTROEM)
C  -0.8947  -2.3048  0.2074
C  -1.6664  -1.2043  0.4457
C  0.3523  -2.5003  -0.1818
C  -0.3645  0.9006  -0.1235
N  0.7783  -1.2001  -0.2109
N  -0.3638  -0.4974  0.1925
H  1.2204  -3.1142  -0.2064
H  -0.5783  1.5028  0.8782
H  0.6532  1.0695  -0.4947
H  -1.1135  1.0083  -0.9042

The molecule C4H4N2, computed with ωB97M-V/def2-TZVPD.

Output
Relative energy (zero: lowest compared OMol25 entry of this formula, charge and spin) = 43.46 kcal per mole
Max |F| = 7.22 eV/A
SMILES = c1cncnc1
HOMO level = -9.6 eV

CARTESIAN COORDINATES (ANGSTROEM)
C  1.0584  0.3047  0.2189
C  0.3004  -0.3219  1.0630
C  -1.3979  -0.4779  -0.2656
C  0.5523  0.4096  -1.1329
H  2.1655  0.6055  0.6405
H  0.6118  -0.4622  2.1350
H  -2.3650  -0.5279  -0.4893
H  0.6989  1.2526  -1.8740
N  -0.8929  -0.8938  0.9027
N  -0.7314  0.1112  -1.1983

A cluster of 3 separate species, C4H4N2 in total, computed with ωB97M-V/def2-TZVPD.

Output
Relative energy (zero: lowest compared OMol25 entry of this formula, charge and spin) = 96.69 kcal per mole
Max |F| = 2.03 eV/A
SMILES = C#C.C#C.N#N
HOMO level = -9.7 eV

CARTESIAN COORDINATES (ANGSTROEM)
C  -0.5333  -0.1732  -1.5150
C  -0.4912  1.0256  -1.5253
N  0.0572  2.1011  0.7146
N  0.1486  1.4984  1.6319
C  0.4934  -1.0200  1.5312
C  0.4496  -1.4942  0.4298
H  -0.6901  -1.1870  -1.7727
H  -0.5166  2.0773  -1.6446
H  0.5893  -0.7103  2.5388
H  0.5191  -2.1468  -0.3995

The molecule C4H4N2O, computed with ωB97M-V/def2-TZVPD.

Output
Relative energy (zero: lowest compared OMol25 entry of this formula, charge and spin) = 31.30 kcal per mole
Max |F| = 2.37 eV/A
SMILES = N#C/C(N)=C/C=O
HOMO level = -9.3 eV

CARTESIAN COORDINATES (ANGSTROEM)
C  0.3904  0.3971  -0.3617
N  -0.7249  0.7059  -1.0422
C  -0.7342  -1.2626  1.0571
C  0.4377  -0.5589  0.6185
C  1.6353  1.0389  -0.7831
O  -1.8884  -0.9412  0.8046
N  2.3467  1.9056  -0.5747
H  -0.7077  1.3011  -1.8545
H  -1.5931  0.2653  -0.7469
H  -0.5255  -2.1220  1.7283
H  1.3636  -0.7291  1.1546

The molecule C4H4N2O, computed with ωB97M-V/def2-TZVPD.

Output
Relative energy (zero: lowest compared OMol25 entry of this formula, charge and spin) = 64.68 kcal per mole
Max |F| = 1.82 eV/A
SMILES = [H]/N=c1/cccno1
HOMO level = -9.4 eV

CARTESIAN COORDINATES (ANGSTROEM)
N  2.4368  -0.1534  -0.1712
C  1.1875  0.0194  -0.1691
C  0.1813  -1.0231  -0.0869
C  -1.1122  -0.6715  0.0049
C  -1.5517  0.6978  0.0525
N  -0.7521  1.7039  -0.0001
O  0.5754  1.4004  -0.2186
H  3.0228  0.6010  0.1693
H  0.4929  -2.0542  0.0775
H  -1.8719  -1.4284  0.1290
H  -2.6087  0.9080  0.2126

The molecule C4H4N2O, computed with ωB97M-V/def2-TZVPD.

Output
Relative energy (zero: lowest compared OMol25 entry of this formula, charge and spin) = 127.94 kcal per mole
Max |F| = 0.71 eV/A
SMILES = N[C@]12C=C1C=NO2
HOMO level = -9.0 eV

CARTESIAN COORDINATES (ANGSTROEM)
N  1.3737  -0.4206  -0.9633
C  0.6311  -0.1600  0.2327
C  0.0200  -1.2015  0.9846
C  -0.8346  -0.5033  0.2552
C  -1.4123  0.8016  0.0707
N  -0.5774  1.7339  0.4066
O  0.6643  1.2046  0.6674
H  1.6872  0.4484  -1.3860
H  0.1890  -2.1088  1.5375
H  0.6726  -0.8570  -1.5652
H  -2.4137  1.0627  -0.2401

The molecule C4H4N2O, computed with ωB97M-V/def2-TZVPD.

Output
Relative energy (zero: lowest compared OMol25 entry of this formula, charge and spin) = 18.29 kcal per mole
Max |F| = 0.67 eV/A
SMILES = O=Cc1cnc[nH]1
HOMO level = -9.5 eV

CARTESIAN COORDINATES (ANGSTROEM)
O  -2.8642  -0.2131  -0.1212
C  -1.7540  -0.4266  0.3050
C  -0.4638  -0.0875  -0.3209
C  0.0203  1.1855  -0.5151
N  1.3639  1.2431  -0.2805
C  1.7159  0.0153  0.0158
N  0.6562  -0.8248  0.0385
H  -1.5681  -0.8345  1.3238
H  -0.5396  2.0842  -0.7336
H  2.7285  -0.3092  0.2221
H  0.7048  -1.8325  0.0659

The molecule C4H4N2O, computed with ωB97M-V/def2-TZVPD.

Output
Relative energy (zero: lowest compared OMol25 entry of this formula, charge and spin) = 144.89 kcal per mole
Max |F| = 5.08 eV/A
HOMO level (spin up / spin down) = -6.8 / -6.8 eV

CARTESIAN COORDINATES (ANGSTROEM)
C  -1.3466  -0.8736  0.0124
C  0.0739  -1.0842  0.0411
C  -1.8815  0.3626  0.0402
C  2.0256  0.3563  -0.2608
N  -2.5452  1.3656  -0.0534
N  3.1404  0.6394  0.2092
O  0.9073  -0.0726  0.0035
H  -1.9739  -1.6560  0.0159
H  0.5618  -1.9217  -0.3548
H  -2.8893  1.9397  0.6931
H  3.9275  0.9443  -0.3465